No. 1
ORCA calculation (the ωB97M-V functional and the def2-TZVPD basis) on C16H37NPtSi4 as an isolated structure.

The value obtained for the largest force on an atom is 0.1094 Eh/bohr. The HOMO-LUMO gap (spin up / spin down) comes out at 1.29 / 5.39 eV. Its expectation value of S² is 2.01. As for the charge: -2. Its spin multiplicity is 3.

Last column: Löwdin charge in e.
Cartesian coordinates (Å):
C -0.33 1.08 -4.21  -0.217
C 1.06 1.22 -3.98  -0.213
C 1.23 2.04 -2.83  -0.230
C -0.05 2.41 -2.35  -0.274
C -1.03 1.81 -3.20  -0.223
Pt 0.10 0.03 -2.13  0.184
N -1.22 -1.28 -2.10  -0.359
C -0.26 -2.32 -2.62  -0.430
C 1.13 -1.66 -2.82  -0.272
H 2.19 2.32 -2.37  0.081
H 1.86 0.77 -4.57  0.089
H -0.27 3.01 -1.46  0.064
H -2.11 1.88 -3.09  0.092
H -0.79 0.48 -5.00  0.092
H 1.49 -1.74 -3.85  0.030
H -0.21 -3.16 -1.90  0.052
H -2.19 -1.58 -2.11  0.036
H 1.88 -2.03 -2.11  0.006
H -0.64 -2.71 -3.59  0.076
C 3.29 0.51 0.26  -0.238
Si 1.78 1.18 1.14  0.235
C 2.08 1.03 2.98  -0.247
C 1.70 3.01 0.81  -0.228
Si -0.02 -0.01 0.43  0.330
Si 0.09 -2.14 1.31  0.278
C 0.15 -2.19 3.18  -0.237
C -1.44 -3.14 0.90  -0.234
C 1.58 -3.11 0.75  -0.225
Si -1.99 0.95 1.10  0.246
C -2.10 1.00 2.96  -0.244
C -2.19 2.71 0.51  -0.236
C -3.47 0.06 0.40  -0.234
H 4.19 1.08 0.58  0.025
H 3.15 0.62 -0.84  0.017
H 3.43 -0.56 0.50  0.013
H 2.96 1.66 3.25  0.021
H 1.19 1.38 3.54  0.019
H 2.33 -0.01 3.23  0.006
H 1.62 3.22 -0.27  0.006
H 0.85 3.45 1.35  0.017
H 2.64 3.48 1.18  0.029
H -0.74 -1.70 3.61  0.008
H 0.16 -3.24 3.50  0.024
H 1.07 -1.71 3.56  0.004
H -1.63 -3.20 -0.18  0.010
H -1.31 -4.17 1.30  0.026
H -2.32 -2.69 1.40  0.010
H 1.57 -3.26 -0.34  0.009
H 2.51 -2.58 1.05  0.017
H 1.57 -4.10 1.24  0.028
H -1.24 1.56 3.37  0.019
H -3.04 1.52 3.24  0.020
H -2.13 -0.02 3.36  0.007
H -2.27 2.73 -0.59  0.017
H -3.14 3.11 0.93  0.028
H -1.35 3.34 0.86  0.013
H -3.43 0.08 -0.70  0.026
H -3.51 -0.99 0.75  0.006
H -4.39 0.58 0.74  0.025

=====

No. 2
ORCA calculation (the ωB97M-V functional and the def2-TZVPD basis) on a 13-piece molecular cluster, C80H185N10O10 overall.

The value obtained for the largest force on an atom is 0.1282 Eh/bohr. The HOMO-LUMO gap comes out at 5.73 eV. As for the charge: +7. Its spin multiplicity is 1.

Last column: Löwdin charge in e.
Cartesian coordinates (Å):
C 15.16 15.22 16.87  -0.071
C 16.26 16.03 17.52  -0.235
C 15.90 16.38 18.97  -0.067
N 16.88 17.36 19.68  -0.199
C 16.70 17.34 21.25  -0.067
C 17.28 16.05 21.86  -0.127
C 18.73 15.72 21.41  -0.131
C 18.90 15.87 19.88  -0.171
C 18.42 17.19 19.34  -0.106
C 16.68 18.81 19.16  0.000
H 14.31 15.88 16.70  0.069
H 14.78 14.38 17.47  0.100
H 15.39 14.84 15.87  0.072
H 16.44 16.96 16.98  0.087
H 17.22 15.52 17.46  0.084
H 15.83 15.48 19.58  0.138
H 14.98 16.97 19.01  0.140
H 15.64 17.51 21.44  0.141
H 17.12 18.27 21.62  0.123
H 16.59 15.22 21.72  0.121
H 17.24 16.24 22.94  0.133
H 18.94 14.68 21.69  0.130
H 19.45 16.37 21.91  0.116
H 18.26 15.16 19.36  0.103
H 19.94 15.66 19.61  0.122
H 18.44 17.19 18.25  0.107
H 18.87 18.00 19.92  0.097
H 17.31 19.48 19.75  0.078
H 15.64 19.11 19.26  0.114
H 16.98 18.88 18.12  0.064
C 15.36 32.02 14.78  -0.071
C 16.01 31.18 13.62  -0.196
C 16.08 29.66 13.89  -0.091
N 16.81 28.97 12.67  -0.190
C 16.90 27.47 12.96  -0.099
C 15.52 26.66 12.85  -0.155
C 14.70 26.99 11.59  -0.170
C 14.57 28.54 11.42  -0.147
C 15.96 29.13 11.35  -0.087
C 18.32 29.42 12.49  0.074
H 14.33 31.77 15.02  0.054
H 15.16 33.04 14.44  0.091
H 15.85 32.01 15.75  0.075
H 16.98 31.64 13.46  0.109
H 15.47 31.41 12.70  0.108
H 15.11 29.20 14.04  0.092
H 16.66 29.52 14.80  0.122
H 17.19 27.44 14.01  0.111
H 17.56 26.89 12.31  0.118
H 14.87 26.72 13.72  0.086
H 15.80 25.61 12.82  0.069
H 13.72 26.53 11.68  0.113
H 15.12 26.63 10.65  0.115
H 13.99 29.06 12.18  0.110
H 14.03 28.65 10.47  0.137
H 15.95 30.19 11.11  0.127
H 16.51 28.73 10.49  0.144
H 18.29 30.50 12.33  0.098
H 18.78 28.83 11.69  0.111
H 18.87 29.17 13.39  0.101
C 21.94 17.18 15.33  -0.083
C 22.09 15.65 15.27  -0.217
C 20.76 14.95 14.99  -0.121
N 20.82 13.43 14.69  -0.234
C 21.39 12.52 15.79  -0.074
C 20.40 12.53 16.97  -0.124
C 18.96 12.06 16.57  -0.172
C 18.31 12.89 15.47  -0.160
C 19.36 12.92 14.28  -0.059
C 21.58 13.26 13.40  0.020
H 21.65 17.45 14.31  0.069
H 22.93 17.57 15.57  0.088
H 21.26 17.40 16.15  0.055
H 22.37 15.33 16.27  0.114
H 22.88 15.36 14.58  0.118
H 20.26 15.43 14.15  0.111
H 20.13 15.03 15.88  0.110
H 22.43 12.82 15.95  0.137
H 21.61 11.54 15.37  0.149
H 20.31 13.50 17.46  0.094
H 20.80 11.74 17.61  0.131
H 18.29 12.13 17.43  0.115
H 18.96 11.01 16.28  0.132
H 17.92 13.88 15.71  0.082
H 17.44 12.29 15.19  0.128
H 18.87 13.60 13.58  0.119
H 19.43 11.97 13.76  0.141
H 22.62 13.51 13.58  0.112
H 21.07 13.87 12.66  0.115
H 21.45 12.20 13.18  0.117
C 19.04 19.92 16.29  -0.069
C 18.87 21.48 16.37  -0.170
C 17.67 21.99 17.27  -0.065
N 17.21 23.51 17.17  -0.223
C 16.94 23.91 15.74  -0.085
C 15.73 23.18 15.07  -0.169
C 14.50 23.26 15.89  -0.187
C 14.78 22.88 17.35  -0.127
C 15.94 23.71 18.03  -0.041
C 18.36 24.33 17.68  0.012
H 18.28 19.54 15.62  0.047
H 19.00 19.45 17.27  0.046
H 19.97 19.79 15.73  0.076
H 18.71 21.88 15.37  0.093
H 19.73 21.95 16.85  0.084
H 17.82 21.85 18.34  0.118
H 16.83 21.44 16.87  0.098
H 17.91 23.79 15.26  0.090
H 16.86 24.99 15.64  0.138
H 16.00 22.22 14.64  0.101
H 15.61 23.77 14.16  0.097
H 13.68 22.70 15.46  0.124
H 14.20 24.31 15.86  0.101
H 14.85 21.79 17.38  0.103
H 13.87 23.11 17.91  0.111
H 16.15 23.39 19.05  0.108
H 15.60 24.75 18.06  0.121
H 18.67 23.93 18.65  0.090
H 17.89 25.27 17.97  0.101
H 19.16 24.48 16.96  0.091
C 18.78 17.85 13.11  -0.098
C 18.40 19.26 12.74  -0.254
C 18.27 19.34 11.22  -0.092
N 18.02 20.77 10.61  -0.202
C 16.63 21.26 11.09  -0.124
C 16.43 22.74 10.76  -0.155
C 17.60 23.64 11.23  -0.177
C 18.93 23.18 10.65  -0.137
C 19.23 21.68 10.92  -0.055
C 17.85 20.59 9.04  0.081
H 18.76 17.67 14.18  0.064
H 19.78 17.66 12.71  0.085
H 18.06 17.17 12.65  0.086
H 19.11 19.96 13.18  0.100
H 17.43 19.49 13.18  0.073
H 17.40 18.75 10.94  0.129
H 19.15 19.03 10.66  0.141
H 16.53 21.16 12.17  0.101
H 15.84 20.70 10.60  0.123
H 15.51 23.22 11.10  0.119
H 16.19 22.69 9.70  0.119
H 17.60 23.62 12.32  0.096
H 17.41 24.68 10.95  0.113
H 19.73 23.83 11.01  0.126
H 18.87 23.50 9.61  0.127
H 19.41 21.63 12.00  0.110
H 20.13 21.31 10.43  0.147
H 16.89 20.09 8.93  0.107
H 18.72 20.01 8.74  0.116
H 17.74 21.53 8.50  0.112
C 15.95 28.13 17.55  -0.083
C 14.62 27.77 16.91  -0.238
C 13.42 28.35 17.71  -0.058
N 12.01 27.96 17.01  -0.193
C 11.82 26.47 16.80  -0.101
C 10.38 25.93 16.56  -0.153
C 9.37 26.52 17.51  -0.174
C 9.50 28.10 17.58  -0.132
C 10.90 28.60 17.93  -0.080
C 12.04 28.71 15.66  0.033
H 16.25 29.13 17.23  0.081
H 16.77 27.54 17.16  0.065
H 15.93 28.08 18.64  0.073
H 14.52 26.69 16.81  0.081
H 14.66 28.28 15.95  0.067
H 13.48 29.44 17.79  0.142
H 13.43 27.95 18.73  0.118
H 12.14 26.06 17.75  0.127
H 12.49 26.07 16.03  0.108
H 10.29 24.84 16.58  0.108
H 9.98 26.14 15.57  0.123
H 9.43 26.12 18.51  0.115
H 8.33 26.31 17.27  0.131
H 8.77 28.30 18.37  0.131
H 9.12 28.53 16.66  0.121
H 11.13 28.43 18.99  0.127
H 10.99 29.69 17.89  0.136
H 12.19 29.78 15.75  0.112
H 11.11 28.58 15.10  0.116
H 12.90 28.30 15.12  0.070
C 14.63 26.39 24.52  0.015
N 13.91 25.51 23.54  -0.312
C 14.32 23.97 23.63  0.064
C 12.42 25.62 23.94  0.030
C 14.13 26.02 22.10  -0.074
C 15.49 25.82 21.37  -0.238
O 16.64 26.23 22.08  -0.061
H 15.66 26.25 24.19  0.089
H 14.67 25.92 25.51  0.124
H 14.44 27.45 24.39  0.127
H 15.30 23.84 23.19  0.080
H 13.67 23.38 22.99  0.106
H 14.28 23.65 24.67  0.115
H 11.81 25.21 23.13  0.099
H 12.16 26.68 23.90  0.115
H 12.28 25.02 24.84  0.122
H 13.80 27.05 21.96  0.134
H 13.31 25.53 21.56  0.118
H 15.52 26.37 20.43  0.096
H 15.71 24.82 21.01  0.092
H 17.36 25.66 21.79  0.026
C 21.77 27.35 21.30  0.069
N 21.25 27.33 19.82  -0.321
C 21.42 25.98 19.17  0.012
C 19.77 27.73 19.67  0.026
C 21.99 28.40 19.01  -0.100
C 22.24 29.75 19.65  -0.243
O 21.06 30.47 19.89  -0.045
H 22.81 27.06 21.38  0.118
H 21.09 26.58 21.67  0.099
H 21.53 28.23 21.90  0.117
H 22.49 25.78 19.22  0.103
H 21.05 26.17 18.17  0.093
H 20.74 25.33 19.72  0.084
H 19.57 28.62 20.27  0.110
H 19.19 26.90 20.08  0.078
H 19.58 27.75 18.60  0.100
H 21.57 28.60 18.03  0.145
H 22.98 27.94 18.95  0.136
H 22.79 30.41 18.98  0.144
H 22.91 29.61 20.50  0.123
H 21.32 31.37 20.11  0.113
C 13.25 19.51 12.59  0.043
N 13.61 18.09 13.06  -0.301
C 12.33 17.42 13.63  0.060
C 14.05 17.23 11.89  -0.001
C 14.80 18.14 13.98  -0.094
C 14.64 18.98 15.27  -0.257
O 13.78 18.41 16.19  -0.047
H 14.18 20.02 12.34  0.075
H 12.84 20.13 13.38  0.097
H 12.49 19.50 11.80  0.125
H 12.49 16.40 13.98  0.117
H 11.59 17.44 12.83  0.121
H 11.94 17.98 14.48  0.091
H 13.28 17.09 11.13  0.121
H 14.26 16.18 12.11  0.114
H 14.95 17.60 11.40  0.088
H 15.59 18.54 13.35  0.096
H 14.91 17.08 14.22  0.133
H 14.41 20.03 15.11  0.110
H 15.64 18.95 15.69  0.088
H 13.02 18.99 16.32  0.044
C 23.06 20.30 20.92  0.048
N 22.07 20.42 19.74  -0.308
C 22.53 19.35 18.71  0.043
C 20.70 20.03 20.34  0.005
C 22.05 21.85 19.20  -0.079
C 23.38 22.41 18.64  -0.190
O 24.54 22.29 19.49  -0.045
H 22.97 19.26 21.22  0.109
H 22.74 21.06 21.63  0.127
H 24.08 20.40 20.55  0.105
H 22.50 18.40 19.25  0.104
H 23.55 19.59 18.40  0.115
H 21.83 19.32 17.89  0.078
H 20.68 19.01 20.72  0.099
H 20.02 20.17 19.50  0.075
H 20.41 20.75 21.10  0.080
H 21.78 22.45 20.08  0.117
H 21.22 21.96 18.51  0.110
H 23.17 23.48 18.65  0.110
H 23.64 22.00 17.67  0.125
H 24.98 23.13 19.37  0.108
C 20.65 24.67 14.40  -0.041
C 20.25 26.15 14.36  -0.746
O 20.17 26.70 13.26  -0.033
O 19.85 26.63 15.50  -0.152
H 19.75 24.07 14.51  0.017
H 21.26 24.39 15.26  0.060
H 21.15 24.36 13.48  0.071
C 10.73 21.73 17.24  -0.044
C 10.51 20.50 16.45  -0.843
O 9.39 20.02 16.47  0.033
O 11.49 20.03 15.91  -0.071
H 11.66 22.28 17.06  0.022
H 10.86 21.52 18.31  0.077
H 9.91 22.45 17.17  0.071
C 17.86 22.19 21.70  -0.010
C 18.99 23.28 21.61  -0.758
O 18.61 24.42 21.28  -0.088
O 20.11 23.01 22.01  -0.005
H 17.13 22.31 20.90  0.032
H 17.32 22.27 22.64  0.075
H 18.30 21.19 21.62  0.035

=====

No. 3
ORCA calculation (the ωB97M-V functional and the def2-TZVPD basis) on an isolated molecule of C6H10.

Its energy relative to the best compared isomer or geometry (same formula, charge and spin) is 195.5 kJ/mol. The value obtained for the largest force on an atom is 0.0735 Eh/bohr. The HOMO-LUMO gap comes out at 9.29 eV. Its spin multiplicity is 1.

Last column: Löwdin charge in e.
Cartesian coordinates (Å):
C -0.76 -2.09 0.49  0.005
C -0.23 -1.47 -0.58  -0.132
C 0.03 0.01 -0.47  -0.327
C 1.09 0.64 -1.34  -0.070
C -0.53 0.63 0.59  -0.135
C 0.15 1.85 1.20  -0.108
H -0.84 -1.52 1.36  0.022
H -1.02 -3.17 0.42  0.068
H -0.15 -1.97 -1.56  0.099
H 1.35 -0.20 -2.05  0.082
H 0.57 1.44 -2.06  0.128
H 1.81 1.05 -0.68  0.046
H -1.38 0.26 1.19  0.100
H 0.89 2.31 0.46  0.071
H -0.42 2.79 1.54  0.087
H 0.72 1.58 2.08  0.063